# 1
{
  "formula": "C24H31B3Cl54FIO3",
  "method": "wB97M-V/def2-TZVPD",
  "symbols": ["C", "C", "C", "I", "B", "O", "B", "O", "B", "C", "C", "C", "F", "O", "H", "H", "H", "H", "H", "H", "H", "H", "H", "H", "H", "H", "H", "C", "Cl", "Cl", "Cl", "H", "C", "Cl", "Cl", "Cl", "H", "C", "Cl", "Cl", "Cl", "H", "C", "Cl", "Cl", "Cl", "H", "C", "Cl", "Cl", "Cl", "H", "C", "Cl", "Cl", "Cl", "H", "C", "Cl", "Cl", "Cl", "H", "C", "Cl", "Cl", "Cl", "H", "C", "Cl", "Cl", "Cl", "H", "C", "Cl", "Cl", "Cl", "H", "C", "Cl", "Cl", "Cl", "H", "C", "Cl", "Cl", "Cl", "H", "C", "Cl", "Cl", "Cl", "H", "C", "Cl", "Cl", "Cl", "H", "C", "Cl", "Cl", "Cl", "H", "C", "Cl", "Cl", "Cl", "H", "C", "Cl", "Cl", "Cl", "H", "C", "Cl", "Cl", "Cl", "H"],
  "xyz": [[-1.072121, 2.245223, -1.059914], [-0.481794, 2.502128, -2.448727], [0.058399, 1.265692, -3.202237], [-0.922129, -0.590095, -2.755776], [1.601342, 1.140272, -3.014211], [2.493363, 1.047543, -4.076991], [3.490340, 1.929891, -3.783495], [3.172784, 2.938597, -2.888918], [2.962244, 2.303729, -1.665432], [3.567956, 2.732977, -0.298980], [3.634004, 4.227481, -0.049638], [4.459402, 4.988304, -1.069710], [5.534093, 4.242643, -1.526216], [2.160644, 1.186743, -1.752058], [-0.669297, 1.374131, -0.576832], [-2.144625, 2.218451, -1.130450], [-0.818779, 3.085999, -0.429267], [-1.219246, 2.968156, -3.078167], [0.330171, 3.211527, -2.341672], [-0.097741, 1.423351, -4.255063], [4.601962, 1.838424, -4.175180], [2.915917, 2.307871, 0.451229], [4.540076, 2.274025, -0.167077], [2.642109, 4.640678, -0.072711], [4.098852, 4.380491, 0.911144], [4.796340, 5.926736, -0.659851], [3.849180, 5.210684, -1.932778], [4.783879, -1.919462, -4.168497], [4.778769, -3.261789, -3.024169], [6.104165, -0.799525, -3.815964], [4.905215, -2.513565, -5.828394], [3.848674, -1.384660, -4.068666], [-5.174498, 0.842211, -3.954600], [-5.051359, -0.506820, -2.825012], [-3.854611, 1.984436, -3.706834], [-5.189847, 0.264379, -5.620453], [-6.103676, 1.360226, -3.766471], [-6.352481, 3.832460, -7.195522], [-6.730395, 5.553999, -7.253610], [-4.609351, 3.578064, -7.174536], [-7.122872, 3.074499, -5.796978], [-6.750920, 3.369883, -8.086936], [6.155727, -7.245025, -3.636823], [7.702259, -7.114252, -2.797996], [4.844591, -7.516931, -2.484170], [5.841968, -5.802632, -4.598255], [6.202998, -8.095707, -4.301273], [0.967917, -8.763176, -1.732628], [-0.654683, -8.395748, -1.138424], [2.163311, -8.545840, -0.457045], [1.032852, -10.402743, -2.379596], [1.198441, -8.074757, -2.533714], [-2.551764, -11.020647, -3.247021], [-2.315251, -12.770333, -3.326439], [-1.962977, -10.247052, -4.716859], [-4.251291, -10.635538, -2.980586], [-1.981821, -10.640131, -2.410456], [-2.291597, -16.387883, -1.730959], [-1.973987, -15.942907, -0.050319], [-1.357610, -17.812567, -2.182599], [-4.013996, -16.665610, -1.980926], [-1.983977, -15.567248, -2.365123], [0.194361, 5.080817, 2.736539], [-0.121817, 3.779122, 3.877667], [1.511092, 6.119703, 3.295987], [0.568259, 4.436711, 1.143616], [-0.702196, 5.681005, 2.648780], [-4.930066, -0.381185, 1.118239], [-4.147755, -1.728134, 0.286249], [-4.335399, -0.261144, 2.775748], [-4.686159, 1.130531, 0.233509], [-5.991924, -0.580921, 1.158567], [-1.810284, 6.027463, 7.043091], [-2.977718, 7.323202, 6.790159], [-2.600410, 4.450240, 6.961223], [-0.508765, 6.137567, 5.864905], [-1.375281, 6.137404, 8.027896], [8.481716, 3.655845, -1.278543], [8.646158, 2.408337, -0.039543], [9.681762, 4.932907, -1.052460], [8.616731, 2.950667, -2.889231], [7.497732, 4.094648, -1.187297], [1.698237, 5.632575, 9.969750], [1.856898, 3.878663, 9.949082], [2.588079, 6.360067, 8.634798], [-0.005833, 6.104429, 9.912817], [2.114555, 6.000625, 10.896374], [-1.163467, 7.197040, -1.780021], [-1.111365, 7.674687, -0.080401], [-0.274861, 5.700303, -2.051602], [-2.832531, 7.032108, -2.322567], [-0.694425, 7.977328, -2.362003], [-3.891151, 8.848730, 2.297213], [-4.634945, 10.008522, 3.395949], [-2.700577, 7.862310, 3.147553], [-5.114469, 7.829270, 1.538011], [-3.380501, 9.397430, 1.518224], [1.447478, -15.476896, 1.148592], [2.280679, -16.853940, 0.428041], [1.874332, -15.307375, 2.852541], [1.804899, -13.994492, 0.263307], [0.384989, -15.656772, 1.083112], [7.253815, -1.575503, 1.258133], [7.615209, -2.269783, -0.319468], [8.325187, -0.215991, 1.588854], [5.570378, -1.047231, 1.333755], [7.403195, -2.336841, 2.009986], [-5.975239, 6.593945, 7.558312], [-7.013486, 8.018379, 7.622523], [-4.852994, 6.578831, 8.920549], [-6.940983, 5.117592, 7.537468], [-5.400369, 6.636480, 6.643600], [-7.903236, 0.793865, 4.860324], [-7.584672, 2.267001, 5.779264], [-7.474769, 0.958221, 3.149690], [-7.049356, -0.573109, 5.578334], [-8.963986, 0.595491, 4.911636]],
  "atomic_forces_ev_per_a": [[0.4, 0.9, -0.3], [-0.1, -1.0, 0.4], [0.2, 0.4, -0.1], [0.1, 0.0, -0.1], [-0.8, -1.3, 0.1], [-0.1, -0.1, 0.2], [0.6, 0.4, -0.9], [0.8, 0.1, 0.5], [-0.1, 0.0, 0.4], [-0.7, 0.1, -0.3], [1.2, -0.1, -0.4], [-1.0, 0.0, -0.2], [0.4, -0.1, 0.1], [-0.2, 0.2, 0.3], [0.0, -0.5, 0.1], [-0.5, -0.4, 0.2], [-0.2, 0.2, 0.2], [-0.3, 0.3, -0.2], [0.4, 0.2, -0.2], [-0.3, -0.2, -0.5], [-0.1, 0.0, -0.4], [-0.1, -0.3, 0.4], [0.3, -0.2, 0.0], [-0.2, 0.4, 0.2], [-0.2, 0.2, 0.6], [0.5, 0.3, 0.2], [-0.1, 0.0, -0.4], [0.1, 0.0, 0.1], [-0.2, 0.4, 0.2], [-0.1, 0.0, 0.0], [0.0, 0.0, 0.0], [0.0, 0.0, 0.0], [0.1, -0.2, 0.0], [-0.1, 0.0, -0.1], [0.0, 0.1, 0.0], [0.1, -0.1, 0.0], [0.0, 0.0, 0.0], [0.1, 0.1, 0.1], [0.0, 0.0, 0.0], [0.0, 0.0, 0.0], [-0.1, 0.1, 0.0], [0.0, 0.0, 0.0], [0.0, 0.1, 0.0], [0.0, 0.0, 0.0], [0.0, -0.1, 0.0], [0.1, -0.3, -0.2], [0.0, -0.1, 0.0], [0.0, -0.1, 0.1], [0.0, 0.0, 0.0], [0.0, 0.0, 0.0], [0.0, 0.0, 0.0], [0.0, 0.0, 0.0], [-0.1, 0.0, -0.1], [0.0, 0.0, 0.0], [0.0, 0.0, 0.0], [0.0, 0.0, 0.0], [0.0, 0.0, 0.0], [0.0, -0.2, 0.0], [-0.1, 0.1, 0.0], [0.0, 0.0, 0.0], [0.0, 0.1, 0.0], [0.0, 0.0, 0.0], [0.0, -0.1, 0.1], [0.1, -0.3, -0.3], [0.0, 0.0, 0.0], [-0.2, 0.0, 0.2], [0.0, 0.1, 0.0], [0.2, 0.0, 0.1], [0.0, 0.0, 0.0], [0.1, 0.0, -0.1], [0.0, 0.0, 0.2], [0.0, 0.0, 0.0], [-0.1, -0.1, -0.1], [0.7, 0.4, -0.7], [0.0, 0.0, 0.0], [0.0, 0.4, 0.4], [-0.1, 0.0, -0.2], [0.1, 0.0, 0.0], [-0.1, 0.2, -0.2], [0.0, 0.0, 0.0], [0.0, 0.0, 0.0], [0.1, 0.0, 0.0], [0.1, -0.1, -0.2], [0.0, 0.0, 0.0], [0.0, 0.0, 0.0], [0.1, 0.0, 0.3], [0.0, 0.0, 0.0], [-0.1, 0.0, 0.0], [0.0, 0.0, 0.0], [0.0, 0.2, 0.0], [0.0, 0.0, 0.0], [0.0, 0.0, 0.0], [-0.1, -0.1, 0.0], [0.0, 0.0, 0.0], [0.1, 0.0, 0.1], [0.0, 0.0, 0.0], [0.0, 0.0, 0.0], [0.1, 0.0, 0.0], [0.0, 0.0, 0.0], [0.0, 0.0, 0.0], [0.0, 0.0, 0.0], [0.0, 0.0, 0.0], [-0.1, 0.2, -0.2], [0.0, -0.1, 0.0], [0.1, -0.3, 0.3], [-0.1, -0.1, 0.0], [0.0, 0.0, 0.1], [-0.1, -0.1, 0.2], [0.0, 0.0, 0.0], [-0.7, -0.2, 0.6], [0.0, 0.0, 0.0], [0.0, 0.0, 0.0], [0.1, -0.1, 0.1], [0.0, -0.1, -0.2], [-0.2, 0.2, 0.2], [0.0, 0.0, 0.0], [0.0, 0.0, 0.0]],
  "charge": 0,
  "gap_ha": 0.344,
  "e_tot_ev": -720596.8623,
  "lumo_ev": 0.10
}

# 2
{
  "formula": "C43H54F5N4O3Pb",
  "method": "wB97M-V/def2-TZVPD",
  "symbols": ["Pb", "C", "C", "C", "C", "C", "C", "C", "C", "C", "C", "C", "C", "N", "C", "O", "C", "C", "C", "C", "C", "N", "C", "O", "N", "C", "C", "C", "C", "C", "C", "C", "C", "C", "C", "C", "C", "H", "H", "H", "H", "H", "H", "H", "H", "H", "H", "H", "H", "H", "H", "H", "H", "H", "H", "H", "H", "H", "H", "H", "H", "H", "H", "H", "H", "H", "H", "H", "H", "H", "H", "H", "H", "H", "C", "O", "H", "H", "H", "H", "F", "C", "F", "C", "F", "F", "F", "C", "N", "C", "C", "C", "C", "C", "C", "C", "C", "H", "H", "H", "H", "H", "H", "H", "H", "H", "H", "H", "H", "H"],
  "xyz": [[-0.268324, -0.482465, 0.380606], [-4.945739, 0.875770, 2.871676], [-4.563551, 0.655586, 1.406654], [-5.831968, 0.373436, 0.591498], [-3.803421, 1.814212, 0.795511], [-4.128102, 3.121688, 1.147654], [-3.504215, 4.205458, 0.554776], [-2.551138, 3.985053, -0.427630], [-2.198647, 2.694414, -0.811210], [-1.228131, 2.486577, -1.963816], [-0.246745, 3.642784, -2.171963], [-1.991387, 2.264402, -3.276401], [-2.812642, 1.593267, -0.173485], [-2.382094, 0.282041, -0.499192], [-3.025480, -0.346095, -1.484275], [-4.076370, 0.020791, -2.029915], [-2.358173, -1.597102, -2.018885], [-3.074065, -2.451184, -2.842679], [-2.424955, -3.567700, -3.342148], [-1.088730, -3.770096, -3.040048], [-0.431169, -2.848709, -2.234996], [-1.075688, -1.797012, -1.726862], [1.066343, -3.028155, -1.990676], [1.578018, -4.072958, -2.437050], [1.646954, -2.023296, -1.363398], [3.045414, -2.008029, -1.288845], [3.683056, -2.083948, -0.032167], [5.055393, -1.888898, 0.063827], [5.825140, -1.628728, -1.058896], [5.204183, -1.574521, -2.296505], [3.833223, -1.758567, -2.434397], [3.216180, -1.679669, -3.817391], [3.595703, -2.907696, -4.648064], [3.598288, -0.395251, -4.557144], [2.876866, -2.441720, 1.196132], [3.290409, -1.678575, 2.452400], [2.915619, -3.953291, 1.427825], [-5.313083, -0.060441, 3.298429], [-4.106962, 1.220877, 3.472346], [-5.753824, 1.606651, 2.963681], [-3.916282, -0.220098, 1.340372], [-6.508166, 1.231751, 0.653309], [-5.593099, 0.188770, -0.455159], [-6.353618, -0.496549, 0.998853], [-4.889730, 3.294166, 1.898026], [-3.770737, 5.215823, 0.843179], [-2.085784, 4.834970, -0.912075], [-0.657099, 1.573429, -1.763855], [-0.756338, 4.516831, -2.584076], [0.258809, 3.960806, -1.257625], [0.521015, 3.348928, -2.890544], [-2.541405, 3.175128, -3.532318], [-1.291570, 2.049256, -4.087769], [-2.712714, 1.453976, -3.203907], [-4.105696, -2.219229, -3.062899], [-2.955547, -4.272455, -3.971550], [-0.519706, -4.611765, -3.407399], [5.534369, -1.950564, 1.035131], [6.895099, -1.480038, -0.972371], [5.802294, -1.384441, -3.181775], [2.133268, -1.675882, -3.692306], [4.678219, -2.938376, -4.808006], [3.283376, -3.814632, -4.133182], [3.111585, -2.874684, -5.628498], [4.663570, -0.373303, -4.800842], [3.046077, -0.323437, -5.497567], [3.372587, 0.491917, -3.962557], [1.843576, -2.188242, 0.971511], [4.258189, -2.015434, 2.834496], [3.367864, -0.606314, 2.251310], [2.551446, -1.832143, 3.242620], [3.939479, -4.274365, 1.644526], [2.273128, -4.234097, 2.265225], [2.570547, -4.480407, 0.537578], [3.066880, 1.390466, -1.171950], [2.269292, 2.181828, -0.278036], [2.561018, 0.455191, -1.409808], [4.005653, 1.156701, -0.672398], [3.275138, 1.946130, -2.090449], [1.358983, 2.065436, -0.574108], [-0.472130, -2.723265, 2.582599], [-0.881773, -2.681704, 1.259734], [-0.126914, -3.651760, 0.630690], [-2.286701, -3.299038, 1.262740], [-3.207929, -2.470247, 1.789594], [-2.687431, -3.596352, 0.021287], [-2.343537, -4.440421, 1.978443], [-0.309592, 3.308286, 1.724710], [0.868179, 3.173211, 2.631037], [1.997341, 4.018323, 2.172212], [1.283219, 1.717196, 2.807387], [0.193342, 0.999831, 3.544985], [0.146189, 1.212971, 4.929941], [-0.907328, 0.713133, 5.670826], [-1.898900, -0.001852, 5.006071], [-1.811643, -0.221873, 3.638625], [-0.765227, 0.264725, 2.837362], [-0.660861, 4.337064, 1.754228], [-1.089649, 2.618524, 2.038710], [0.016409, 3.056942, 0.722389], [0.570153, 3.475871, 3.559012], [2.305045, 3.653308, 1.193723], [2.814730, 3.927228, 2.884055], [1.665388, 5.052750, 2.109450], [2.224162, 1.748337, 3.359628], [1.466904, 1.341493, 1.802654], [0.952385, 1.747596, 5.433109], [-0.950974, 0.861554, 6.742884], [-2.738162, -0.400473, 5.566300], [-2.594853, -0.805310, 3.177533]],
  "atomic_forces_ev_per_a": [[0.0, 0.0, 0.0], [0.0, 0.0, -0.1], [0.0, 0.0, 0.0], [0.0, 0.0, 0.0], [0.0, 0.0, 0.1], [0.0, 0.0, 0.0], [0.0, 0.0, 0.0], [-0.1, 0.0, 0.0], [-0.1, 0.0, -0.1], [0.0, 0.0, 0.0], [0.0, 0.0, 0.0], [0.0, 0.0, 0.0], [0.0, 0.0, -0.1], [0.1, 0.0, 0.0], [-0.1, -0.1, -0.1], [0.1, 0.0, 0.0], [0.0, 0.0, 0.0], [0.0, 0.0, 0.0], [0.0, 0.0, 0.0], [0.0, 0.0, 0.0], [0.0, 0.0, 0.0], [0.0, 0.0, 0.0], [0.0, 0.0, 0.1], [0.0, 0.0, 0.0], [0.0, 0.0, 0.0], [0.0, 0.0, 0.0], [0.0, 0.0, 0.0], [0.0, 0.0, 0.0], [0.0, 0.0, 0.0], [0.0, 0.0, 0.0], [0.0, 0.0, 0.0], [0.0, 0.0, 0.0], [0.0, 0.0, 0.0], [0.0, 0.0, 0.0], [0.0, 0.0, 0.0], [0.0, 0.0, 0.0], [0.0, 0.0, 0.0], [0.0, 0.0, 0.0], [0.1, 0.0, 0.0], [0.0, 0.0, 0.0], [0.0, 0.0, 0.0], [0.0, 0.0, 0.0], [0.0, 0.0, 0.1], [0.0, 0.0, 0.0], [0.0, 0.0, 0.0], [0.0, 0.0, 0.0], [0.0, 0.0, 0.0], [0.0, 0.0, 0.0], [0.0, 0.0, 0.0], [0.0, 0.0, 0.0], [0.0, 0.0, 0.0], [0.0, 0.0, 0.0], [0.0, 0.0, 0.0], [0.0, 0.0, 0.0], [0.0, 0.0, 0.0], [0.0, 0.0, 0.0], [0.0, 0.0, 0.0], [0.0, 0.0, 0.0], [0.0, 0.0, 0.0], [0.0, 0.0, 0.0], [0.0, 0.0, 0.0], [0.0, 0.0, 0.0], [0.0, 0.0, 0.0], [0.0, 0.0, 0.0], [0.0, 0.0, 0.0], [0.0, 0.0, 0.0], [0.0, 0.0, 0.0], [-0.1, 0.0, 0.0], [0.0, 0.0, 0.0], [0.0, 0.0, 0.0], [0.0, 0.0, 0.0], [0.0, 0.0, 0.0], [0.0, 0.0, 0.0], [0.0, 0.0, 0.0], [0.1, 0.0, 0.0], [0.0, 0.0, -0.2], [0.0, 0.0, 0.0], [0.0, 0.0, 0.0], [0.0, 0.0, 0.0], [0.0, -0.1, 0.0], [0.0, 0.0, 0.0], [0.0, 0.0, 0.0], [0.0, 0.0, 0.0], [0.0, 0.0, 0.0], [0.0, 0.0, 0.0], [0.0, 0.0, 0.0], [0.0, 0.0, 0.0], [0.1, 0.1, 0.1], [0.0, 0.0, 0.0], [0.0, 0.1, 0.0], [0.0, 0.0, 0.0], [0.1, 0.0, 0.0], [0.0, 0.0, 0.0], [0.0, 0.0, 0.0], [0.0, 0.0, 0.0], [0.1, 0.0, 0.1], [-0.2, 0.0, 0.0], [0.0, 0.0, 0.0], [0.0, 0.0, 0.0], [0.0, 0.0, 0.0], [0.0, 0.0, 0.0], [0.0, 0.0, 0.1], [0.0, 0.0, 0.0], [0.0, 0.0, 0.0], [0.0, 0.0, 0.0], [0.0, 0.0, 0.1], [0.0, 0.0, 0.0], [0.0, 0.0, 0.0], [0.0, 0.0, 0.0], [-0.1, -0.1, 0.0]],
  "charge": -1,
  "relative_energy_kj_mol": 3.05,
  "gap_ha": 0.228,
  "e_tot_ev": -76407.9729,
  "lumo_ev": 1.69
}